1.
A molecular structure, C49H58As2N3OP3S4Sc. Source: the Open Molecules 2025 dataset; level of theory: the ωB97M-V functional and the def2-TZVPD basis.

```
! wB97M-V def2-TZVPD RIJCOSX def2/J DEFGRID3
* xyz 1 1
Sc 0.333 -0.107 0.852
S -0.909 2.035 -0.314
P 0.282 1.244 -1.752
C 1.561 0.391 -1.039
P 2.686 1.417 -0.264
S 2.296 1.458 1.735
C 4.372 0.810 -0.557
C 4.632 0.051 -1.692
C 5.931 -0.352 -1.978
C 6.968 -0.004 -1.126
C 6.712 0.756 0.011
C 5.419 1.168 0.289
C 2.833 3.162 -0.790
C 3.637 3.512 -1.872
C 3.725 4.832 -2.284
C 3.019 5.820 -1.611
C 2.221 5.480 -0.528
C 2.129 4.158 -0.121
C -0.728 0.134 -2.790
C -2.080 0.393 -2.984
C -2.796 -0.312 -3.944
C -2.164 -1.281 -4.710
C -0.821 -1.568 -4.494
C -0.105 -0.864 -3.537
C 0.735 2.478 -3.013
C 1.591 2.088 -4.042
C 1.918 2.976 -5.051
C 1.397 4.265 -5.038
C 0.551 4.658 -4.013
C 0.217 3.764 -3.002
H 3.801 -0.235 -2.327
H 6.130 -0.945 -2.861
H 7.980 -0.323 -1.344
H 7.521 1.029 0.675
H 5.217 1.766 1.171
H 4.197 2.752 -2.403
H 4.349 5.090 -3.130
H 3.096 6.852 -1.929
H 1.672 6.248 0.003
H 1.511 3.887 0.723
H -2.569 1.140 -2.372
H -3.847 -0.096 -4.099
H -2.717 -1.821 -5.469
H -0.329 -2.335 -5.079
H 0.940 -1.086 -3.354
H 2.007 1.086 -4.048
H 2.582 2.667 -5.848
H 1.655 4.961 -5.825
H 0.153 5.665 -3.994
H -0.435 4.069 -2.192
C -1.909 -3.866 1.959
As -0.591 -2.531 2.508
C -1.264 -2.123 4.295
C 0.831 -3.775 2.997
C 0.522 -4.911 3.748
C 1.509 -5.809 4.115
C 2.825 -5.577 3.733
C 3.136 -4.455 2.986
C 2.147 -3.545 2.608
As 2.625 -1.951 1.576
C 4.038 -1.306 2.749
C 3.728 -2.758 0.195
H -2.358 -4.323 2.840
H -1.396 -4.631 1.379
H -2.685 -3.401 1.356
H -1.402 -3.035 4.874
H -2.218 -1.605 4.193
H -0.555 -1.471 4.802
H -0.500 -5.104 4.052
H 1.256 -6.685 4.698
H 3.606 -6.270 4.020
H 4.168 -4.290 2.701
H 4.811 -2.068 2.840
H 3.616 -1.090 3.730
H 4.457 -0.394 2.334
H 4.307 -3.573 0.626
H 4.401 -1.998 -0.194
H 3.094 -3.127 -0.607
C -0.280 3.378 3.061
P -1.126 1.841 3.380
C -1.121 1.605 5.154
C -2.833 2.111 2.915
O -0.539 0.632 2.688
H -0.720 4.167 3.674
H -0.379 3.625 2.004
H 0.781 3.279 3.289
H -1.515 2.489 5.656
H -0.099 1.431 5.493
H -1.728 0.738 5.415
H -3.266 2.907 3.524
H -3.383 1.185 3.078
H -2.891 2.377 1.859
C -7.341 0.671 2.329
C -6.279 0.954 1.319
C -6.311 1.948 0.393
C -5.225 2.040 -0.511
N -4.193 1.224 -0.485
C -4.128 0.259 0.458
S -2.862 -0.828 0.626
N -5.190 0.148 1.327
C -5.204 3.115 -1.550
H -8.155 1.384 2.234
H -6.936 0.738 3.340
H -7.740 -0.335 2.192
H -7.152 2.624 0.338
H -5.122 -0.612 1.991
H -6.204 3.325 -1.930
H -4.539 2.836 -2.363
H -4.820 4.035 -1.100
S 0.292 -2.651 -0.654
C -0.948 -3.545 -1.370
N -0.770 -4.891 -1.489
C -1.649 -5.751 -2.062
C -2.819 -5.286 -2.567
C -3.060 -3.897 -2.488
C -2.157 -3.050 -1.915
H 0.098 -5.249 -1.111
H -1.349 -6.788 -2.078
H -3.522 -5.966 -3.023
H -3.971 -3.489 -2.907
H -2.322 -1.983 -1.883
*
```

**Relative energy (zero: lowest compared OMol25 entry of this formula, charge and spin)**: 93.35 kJ/mol
**E_HOMO**: -9.0 eV
**E**: -271859.5741 eV


2.
2 unconnected molecules or ions with the total composition C4H10O in a non-equilibrium geometry. Source: the Open Molecules 2025 dataset; level of theory: the ωB97M-V functional and the def2-TZVPD basis.

```
! wB97M-V def2-TZVPD RIJCOSX def2/J DEFGRID3
* xyz 0 1
C -0.983 -0.492 -1.089
C -0.348 -1.649 -0.971
C 1.155 -1.815 -0.914
H -2.003 -0.521 -1.454
H -0.474 0.428 -0.826
H -0.866 -2.549 -1.262
H 1.477 -2.383 -0.042
H 1.494 -2.193 -1.863
H 1.533 -0.800 -0.783
C -0.442 1.615 1.793
O 0.517 1.855 0.731
H 0.121 1.264 2.649
H -1.055 2.494 1.962
H -1.106 0.820 1.448
H 0.448 2.794 0.542
*
```

**Relative energy (zero: lowest compared OMol25 entry of this formula, charge and spin)**: 162.41 kJ/mol
**Structure (SMILES)**: C=CC.CO
**E_HOMO**: -9.4 eV
**E**: -6356.1196 eV


3.
A single Br2HNS2 molecule in a non-equilibrium geometry. Source: the Open Molecules 2025 dataset; level of theory: the ωB97M-V functional and the def2-TZVPD basis.

```
! wB97M-V def2-TZVPD RIJCOSX def2/J DEFGRID3
* xyz 0 1
Br 0.310 2.362 0.545
S -1.041 1.134 -0.764
N -0.240 -0.339 -0.761
S -0.616 -1.673 0.172
Br 0.916 -1.335 1.936
H 0.670 -0.149 -1.127
*
```

**Relative energy (zero: lowest compared OMol25 entry of this formula, charge and spin)**: 0.00 kJ/mol
**Structure (SMILES)**: BrSNSBr
**E_HOMO**: -9.4 eV
**E**: -163261.0915 eV


4.
A molecular structure, C2CuLiO4 in a non-equilibrium geometry. Source: the Open Molecules 2025 dataset; level of theory: the ωB97M-V functional and the def2-TZVPD basis.

```
! wB97M-V def2-TZVPD RIJCOSX def2/J DEFGRID3
* xyz 0 1
O 0.033 2.380 0.615
C -0.895 2.009 0.067
O -1.995 1.576 -0.466
O -1.164 -2.293 0.012
O -0.081 -1.615 -2.053
C -0.596 -1.911 -0.942
Li 2.836 -0.783 0.996
Cu 2.003 1.760 1.927
*
```

**Relative energy (zero: lowest compared OMol25 entry of this formula, charge and spin)**: 10.41 kJ/mol
**E_HOMO**: -6.0 eV
**E**: -55106.4078 eV


5.
A gas-phase ion, C5H6N (charge +1) in a non-equilibrium geometry. Source: the Open Molecules 2025 dataset; level of theory: the ωB97M-V functional and the def2-TZVPD basis.

```
! wB97M-V def2-TZVPD RIJCOSX def2/J DEFGRID3
* xyz 1 1
C -1.559 0.895 -0.033
C -2.272 -0.141 -0.170
C -0.204 1.455 -0.213
C -1.116 -0.898 0.385
C 0.431 0.181 0.272
N 0.087 -1.081 -0.429
H 0.014 1.651 -1.239
H 0.079 2.359 0.518
H -1.269 -1.290 1.348
H 1.312 0.224 0.894
H 0.889 -1.799 -0.351
H -0.263 -1.005 -1.425
*
```

**Relative energy (zero: lowest compared OMol25 entry of this formula, charge and spin)**: 691.63 kJ/mol
**E_HOMO**: -13.9 eV
**E**: -6758.0093 eV


6.
2 unconnected molecules or ions with the total composition C6H12O in a non-equilibrium geometry. Source: the Open Molecules 2025 dataset; level of theory: the ωB97M-V functional and the def2-TZVPD basis.

```
! wB97M-V def2-TZVPD RIJCOSX def2/J DEFGRID3
* xyz 0 1
C -1.780 -1.899 2.229
C -1.470 -1.687 0.949
C -0.620 -0.550 0.557
C -1.072 0.383 -0.291
C -0.370 1.685 -0.519
C 0.539 1.630 -1.797
H -1.441 -1.213 2.996
H -2.398 -2.716 2.576
H -1.746 -2.501 0.284
H 0.395 -0.454 0.918
H -2.124 0.355 -0.560
H -1.029 2.550 -0.525
H 0.330 1.916 0.291
H 1.582 1.914 -1.766
H 0.168 2.271 -2.611
H 0.429 0.611 -2.170
O 3.659 -0.602 -0.526
H 4.139 -1.123 0.089
H 2.807 -0.570 -0.121
*
```

**Relative energy (zero: lowest compared OMol25 entry of this formula, charge and spin)**: 212.22 kJ/mol
**Structure (SMILES)**: C=C/C=C/CC.O
**E_HOMO**: -9.2 eV
**E**: -8462.1544 eV


7.
A single C7H7F2P molecule in a non-equilibrium geometry. Source: the Open Molecules 2025 dataset; level of theory: the ωB97M-V functional and the def2-TZVPD basis.

```
! wB97M-V def2-TZVPD RIJCOSX def2/J DEFGRID3
* xyz 0 1
F -3.765 -0.141 1.338
C -2.484 -0.315 1.130
F -1.742 -0.057 2.182
P -1.890 1.009 -0.484
C -0.195 0.384 -0.470
C 0.297 -0.333 -1.587
C 1.532 -0.908 -1.449
C 2.408 -0.446 -0.464
C 1.910 0.339 0.518
C 0.575 0.609 0.601
H -2.327 -1.298 0.835
H -1.915 2.145 0.375
H -0.237 -0.658 -2.551
H 1.904 -1.467 -2.265
H 3.409 -0.701 -0.433
H 2.544 0.714 1.385
H -0.025 1.123 1.338
*
```

**Relative energy (zero: lowest compared OMol25 entry of this formula, charge and spin)**: 0.00 kJ/mol
**Structure (SMILES)**: FC(F)Pc1ccccc1
**E_HOMO**: -9.1 eV
**E**: -22094.2118 eV


8.
7 unconnected molecules or ions with the total composition C29H78N6O8 in a non-equilibrium geometry. Source: the Open Molecules 2025 dataset; level of theory: the ωB97M-V functional and the def2-TZVPD basis.

```
! wB97M-V def2-TZVPD RIJCOSX def2/J DEFGRID3
* xyz 0 1
C -3.039 -1.116 5.348
O -2.445 -1.206 4.082
C -3.079 -2.128 3.222
C -2.838 -1.796 1.735
C -3.738 -2.799 0.991
N -1.465 -2.290 1.455
H -3.920 -0.464 5.296
H -2.355 -0.732 6.104
H -3.302 -2.131 5.676
H -2.781 -3.155 3.460
H -4.159 -2.081 3.422
H -3.046 -0.792 1.382
H -3.522 -2.779 -0.078
H -4.804 -2.503 0.991
H -3.847 -3.802 1.405
H -1.252 -2.044 0.501
H -1.399 -3.287 1.589
C 2.355 -4.579 -1.455
O 2.834 -5.727 -0.785
C 3.908 -6.371 -1.429
C 5.252 -5.756 -1.133
C 6.415 -6.383 -1.928
N 5.576 -5.850 0.299
H 1.387 -4.259 -1.072
H 2.143 -4.783 -2.512
H 3.075 -3.757 -1.432
H 3.796 -7.374 -0.998
H 3.791 -6.449 -2.519
H 5.149 -4.678 -1.290
H 6.225 -6.422 -3.003
H 6.446 -7.426 -1.598
H 7.355 -5.924 -1.635
H 5.764 -6.797 0.591
H 6.291 -5.184 0.542
C 5.556 -1.414 -1.452
O 5.762 -0.846 -0.172
C 5.017 -1.364 0.900
C 4.866 -0.194 1.892
C 6.242 0.366 2.344
N 4.051 -0.556 3.034
H 5.371 -2.490 -1.481
H 6.367 -1.239 -2.157
H 4.678 -0.895 -1.848
H 3.979 -1.635 0.674
H 5.532 -2.172 1.425
H 4.463 0.676 1.362
H 6.701 0.905 1.521
H 6.915 -0.334 2.849
H 6.021 0.992 3.217
H 4.352 -0.125 3.896
H 3.945 -1.539 3.246
C -3.982 2.056 -0.940
O -5.371 2.065 -1.157
C -5.865 3.229 -1.801
C -7.354 3.290 -1.510
C -8.016 4.551 -2.054
N -7.646 3.180 -0.040
H -3.643 1.401 -0.138
H -3.604 3.053 -0.687
H -3.501 1.694 -1.856
H -5.308 4.090 -1.408
H -5.682 3.212 -2.883
H -7.805 2.401 -1.954
H -7.421 5.390 -1.673
H -9.019 4.692 -1.662
H -7.953 4.622 -3.140
H -6.908 2.517 0.212
H -7.301 4.006 0.452
C -1.297 1.598 3.677
O -0.435 0.890 4.552
C 0.173 1.723 5.520
C 0.815 0.797 6.539
C 1.547 1.528 7.743
N 1.904 0.098 5.818
H -1.427 0.934 2.825
H -0.957 2.593 3.387
H -2.289 1.615 4.146
H 0.883 2.474 5.164
H -0.634 2.260 6.035
H 0.140 0.114 7.050
H 2.631 1.582 7.699
H 1.283 1.048 8.688
H 1.167 2.555 7.822
H 2.643 0.796 5.712
H 2.509 -0.505 6.377
C -2.488 5.972 -3.141
O -1.862 5.109 -4.062
C -1.757 3.808 -3.565
C -1.337 2.843 -4.678
N 0.103 2.574 -4.654
C 0.663 1.672 -5.662
C 0.236 0.219 -5.538
O -1.107 -0.081 -5.849
C -1.536 0.224 -7.172
H -2.330 7.005 -3.449
H -2.036 5.911 -2.145
H -3.564 5.796 -3.056
H -2.688 3.379 -3.169
H -1.067 3.780 -2.709
H -1.448 3.469 -5.577
H -1.922 1.935 -4.779
H 0.723 3.341 -4.465
H 1.710 1.580 -5.352
H 0.674 2.155 -6.645
H 0.362 -0.110 -4.504
H 0.991 -0.412 -6.028
H -0.735 0.702 -7.736
H -2.323 0.984 -7.110
H -1.965 -0.688 -7.581
C 0.506 -0.551 -0.922
C 0.910 0.653 -0.043
C -0.251 1.652 -0.060
O 1.096 0.175 1.279
H 1.102 -1.428 -0.634
H 0.777 -0.471 -1.975
H -0.481 -0.905 -0.643
H 1.784 1.149 -0.477
H -0.036 2.659 0.296
H -1.068 1.243 0.536
H -0.557 1.708 -1.109
H 2.051 0.093 1.394
*
```

**Relative energy (zero: lowest compared OMol25 entry of this formula, charge and spin)**: 126.16 kJ/mol
**Structure (SMILES)**: COC[C@H](C)N.COC[C@H](C)N.COC[C@H](C)N.COC[C@H](C)N.COC[C@H](C)N.COCCNCCOC.CC(C)O
**E_HOMO**: -8.3 eV
**E**: -56650.8736 eV


9.
A molecular structure, C25H19AsBr2ClF6NO3Pt in a non-equilibrium geometry. Source: the Open Molecules 2025 dataset; level of theory: the ωB97M-V functional and the def2-TZVPD basis.

```
! wB97M-V def2-TZVPD RIJCOSX def2/J DEFGRID3
* xyz 1 2
Pt -0.016 0.216 0.333
C -0.302 3.129 2.133
C -0.366 3.281 0.651
C -0.338 4.574 0.089
C -0.468 4.760 -1.257
C -0.667 3.631 -2.076
C -0.918 3.674 -3.486
Br -0.921 5.294 -4.386
C -1.191 2.521 -4.216
C -1.190 1.291 -3.595
Br -1.575 -0.251 -4.563
C -0.838 1.164 -2.212
O -0.681 0.042 -1.668
C -0.647 2.388 -1.457
N -0.481 2.215 -0.131
H -0.828 3.961 2.597
H 0.741 3.146 2.455
H -0.741 2.190 2.459
H -0.197 5.416 0.751
H -0.436 5.750 -1.689
H -1.409 2.596 -5.271
C 2.819 0.131 3.414
C 1.673 -0.425 2.627
O 0.939 0.435 2.086
C 1.429 -1.848 2.527
C 2.114 -2.699 3.421
C 1.897 -4.054 3.442
C 0.986 -4.601 2.531
C 0.321 -3.805 1.630
C 0.524 -2.416 1.605
O -0.135 -1.739 0.677
H 2.901 1.192 3.201
H 3.741 -0.375 3.131
H 2.669 -0.026 4.484
H 2.817 -2.265 4.117
H 2.421 -4.684 4.146
H 0.808 -5.669 2.527
H -0.364 -4.236 0.912
F 1.902 1.026 -0.892
As 3.415 1.953 -0.925
F 2.431 3.361 -1.253
F 3.204 2.220 0.783
F 4.848 2.893 -0.981
F 4.283 0.503 -0.572
F 3.496 1.614 -2.620
Cl -5.416 -1.607 -0.148
C -4.743 -3.048 -0.744
C -5.557 -4.128 -1.009
C -4.982 -5.296 -1.497
C -3.612 -5.451 -1.744
C -2.792 -4.387 -1.490
C -3.331 -3.158 -0.983
C -2.461 -2.128 -0.764
H -6.623 -4.068 -0.840
H -5.639 -6.134 -1.699
H -3.229 -6.385 -2.124
H -1.726 -4.439 -1.666
H -1.399 -2.248 -0.936
H -2.787 -1.165 -0.392
*
```

**Relative energy (zero: lowest compared OMol25 entry of this formula, charge and spin)**: 53.48 kJ/mol
**<S²>**: 0.780
**E_HOMO (alpha / beta)**: -10.7 / -10.7 eV
**E**: -266858.6975 eV


10.
A molecular structure, ILiN4O12 in a non-equilibrium geometry. Source: the Open Molecules 2025 dataset; level of theory: the ωB97M-V functional and the def2-TZVPD basis.

```
! wB97M-V def2-TZVPD RIJCOSX def2/J DEFGRID3
* xyz -4 1
Li -6.446 -8.016 -17.187
N -4.530 -8.161 -14.109
O -4.585 -9.059 -13.225
O -4.791 -6.986 -13.811
O -4.246 -8.518 -15.262
N -7.782 -10.113 -14.990
O -6.978 -11.046 -14.985
O -8.788 -10.171 -14.225
O -7.728 -9.128 -15.738
N -9.424 -8.296 -19.721
O -8.779 -7.802 -18.762
O -10.557 -7.932 -20.062
O -8.791 -9.087 -20.478
N -4.860 -10.194 -19.375
O -5.291 -9.353 -20.194
O -4.070 -11.072 -19.791
O -5.185 -10.187 -18.199
I -4.690 -6.217 -17.922
*
```

**E_HOMO**: 3.6 eV
**E**: -38817.8983 eV